# 1
One molecule with the formula C15H18N2O4S2, computed with ωB97M-V/def2-TZVPD.

CARTESIAN COORDINATES (ANGSTROEM)
1 C -6.13 -1.07 -0.89
2 O -5.28 -0.90 0.22
3 C -4.06 -0.34 0.03
4 C -3.55 0.08 -1.19
5 C -2.29 0.64 -1.27
6 C -1.50 0.78 -0.13
7 N -0.23 1.34 -0.28
8 C 0.81 1.35 0.61
9 O 0.75 0.91 1.74
10 C 2.06 1.98 0.02
11 C 3.26 1.89 0.96
12 C 4.51 1.31 0.30
13 N 4.47 -0.14 0.28
14 S 3.62 -0.93 -0.91
15 O 4.36 -2.11 -1.24
16 O 3.25 -0.04 -1.98
17 C 2.14 -1.42 -0.08
18 C 0.90 -1.61 -0.61
19 C -0.02 -2.09 0.35
20 C 0.55 -2.25 1.57
21 S 2.22 -1.84 1.58
22 C -2.01 0.37 1.10
23 C -3.27 -0.18 1.17
24 H -5.68 -1.74 -1.63
25 H -6.37 -0.12 -1.36
26 H -7.04 -1.53 -0.50
27 H -4.13 -0.02 -2.10
28 H -1.91 0.96 -2.23
29 H -0.02 1.67 -1.21
30 H 2.29 1.46 -0.92
31 H 1.83 3.02 -0.23
32 H 3.50 2.89 1.35
33 H 2.99 1.27 1.82
34 H 5.39 1.61 0.88
35 H 4.61 1.71 -0.71
36 H 5.36 -0.59 0.38
37 H 0.67 -1.41 -1.64
38 H -1.05 -2.29 0.14
39 H 0.08 -2.59 2.48
40 H -1.41 0.48 1.99
41 H -3.67 -0.51 2.12

Output
E_HOMO = -8.0 eV
energy = -1789.2258 Eh
net charge = 0
structure (SMILES) = COc1ccc(NC(=O)CCCNS(=O)(=O)c2cccs2)cc1
ΔE to the lowest compared entry with this formula, charge and spin = 56.4 kJ/mol

***

# 2
C3H11N2O4Tl as an isolated structure, computed with ωB97M-V/def2-TZVPD.

CARTESIAN COORDINATES (ANGSTROEM)
1 Tl -0.70 -1.75 -3.42
2 O -1.41 -0.56 -0.90
3 H -1.76 -0.58 0.01
4 C 0.14 1.84 0.91
5 C 0.16 2.35 -0.54
6 O 0.26 1.36 -1.51
7 O -1.11 1.36 1.22
8 H 0.32 2.79 1.42
9 H 0.91 1.12 1.20
10 H 1.04 2.97 -0.70
11 H -0.71 2.96 -0.81
12 H -0.39 0.71 -1.22
13 H -1.68 1.31 0.45
14 C 1.03 -2.34 0.82
15 O 1.88 -3.22 1.06
16 N 1.22 -1.10 0.36
17 N -0.26 -2.62 0.61
18 H 2.15 -0.75 0.20
19 H 0.40 -0.54 0.18
20 H -0.75 -3.49 0.42
21 H -0.75 -1.83 0.23

Output
E_HOMO (alpha / beta) = -13.6 / -13.4 eV
energy = -703.4760 Eh
spin multiplicity = 2
net charge = +1
expectation value of S² = 0.76

***

# 3
C14H12AuCl2N4O4S as an isolated structure, computed with ωB97M-V/def2-TZVPD.

CARTESIAN COORDINATES (ANGSTROEM)
1 Au 0.90 -0.72 -1.78
2 O 2.98 -0.93 -1.45
3 N 3.35 -0.91 -0.25
4 N 2.50 -0.96 0.69
5 O 1.24 -1.17 0.50
6 C 2.95 -0.82 2.02
7 C 4.31 -0.75 2.31
8 C 4.71 -0.65 3.63
9 C 3.76 -0.62 4.65
10 C 2.41 -0.63 4.34
11 C 1.99 -0.74 3.03
12 H 5.03 -0.78 1.50
13 H 5.75 -0.61 3.88
14 H 4.08 -0.58 5.68
15 H 1.68 -0.55 5.13
16 H 0.95 -0.77 2.77
17 N -6.06 -1.01 -0.65
18 C -5.42 -0.45 -1.68
19 S -6.28 0.35 -2.84
20 C -3.95 -0.58 -1.77
21 C -3.26 -0.07 -2.87
22 C -1.88 -0.19 -2.94
23 N -1.18 -0.79 -1.99
24 C -1.82 -1.31 -0.94
25 C -3.19 -1.22 -0.79
26 H -7.06 -0.97 -0.61
27 H -5.59 -1.46 0.12
28 H -3.79 0.43 -3.67
29 H -1.33 0.20 -3.78
30 H -1.21 -1.80 -0.20
31 H -3.62 -1.66 0.09
32 Cl 2.09 3.94 -0.22
33 C 1.16 3.87 -1.69
34 Cl 2.14 4.16 -3.11
35 C 0.54 2.36 -1.80
36 O -0.66 2.29 -1.81
37 O 1.44 1.51 -1.86
38 H 0.33 4.58 -1.65

Output
E_HOMO (alpha / beta) = -11.4 / -11.4 eV
energy = -2514.4636 Eh
net charge = +1
ΔE to the lowest compared entry with this formula, charge and spin = 134.1 kJ/mol

***

# 4
One molecule with the formula C20H18F3N5O3, computed with ωB97M-V/def2-TZVPD.

CARTESIAN COORDINATES (ANGSTROEM)
1 C 0.34 4.64 3.86
2 C 1.72 4.00 3.76
3 O 2.65 4.62 4.66
4 C 1.66 2.47 3.81
5 N 2.11 2.37 2.43
6 C 1.25 1.75 1.53
7 N 0.01 2.17 1.50
8 C -0.90 1.55 0.71
9 C -0.52 0.48 -0.12
10 C -1.56 -0.20 -0.89
11 O -2.72 0.11 -0.64
12 N -1.18 -1.22 -1.78
13 C -1.98 -2.15 -2.44
14 C -3.38 -2.15 -2.56
15 C -4.04 -3.13 -3.31
16 C -3.34 -4.20 -3.93
17 O -3.90 -5.22 -4.68
18 C -5.25 -5.13 -5.23
19 F -6.19 -5.45 -4.28
20 F -5.32 -6.04 -6.19
21 F -5.56 -3.92 -5.77
22 C -1.95 -4.23 -3.72
23 C -1.30 -3.23 -3.00
24 C 0.81 0.08 -0.12
25 C 1.70 0.72 0.70
26 C 3.01 0.19 0.81
27 N 3.36 -1.05 0.53
28 C 4.71 -1.12 0.75
29 C 5.21 0.04 1.15
30 N 4.13 0.88 1.24
31 C 2.22 3.85 2.34
32 H -0.32 4.29 3.07
33 H -0.11 4.39 4.83
34 H 0.45 5.72 3.79
35 H 2.35 4.50 5.58
36 H 2.37 2.01 4.52
37 H 0.66 2.09 4.03
38 H -1.95 1.89 0.82
39 H -0.18 -1.38 -1.83
40 H -3.98 -1.35 -2.12
41 H -5.11 -3.05 -3.47
42 H -1.40 -5.10 -4.09
43 H -0.22 -3.34 -2.90
44 H 1.19 -0.76 -0.77
45 H 5.27 -2.04 0.60
46 H 6.23 0.26 1.35
47 H 4.13 1.83 1.66
48 H 3.26 4.19 2.19
49 H 1.57 4.36 1.60

Output
E_HOMO = -8.5 eV
energy = -1572.0367 Eh
net charge = 0
structure (SMILES) = CC1(O)CN(c2ncc(C(=O)Nc3ccc(OC(F)(F)F)cc3)cc2-c2ncc[nH]2)C1
ΔE to the lowest compared entry with this formula, charge and spin = 29.8 kJ/mol

***

# 5
One molecule with the formula C4H7NO2, computed with ωB97M-V/def2-TZVPD.

CARTESIAN COORDINATES (ANGSTROEM)
1 N -0.86 0.21 -1.70
2 C -0.01 -0.39 -0.71
3 C 1.42 -0.29 -1.35
4 O 2.41 -0.03 -0.74
5 C -0.04 0.12 0.73
6 C -1.33 -0.04 1.46
7 O -1.45 0.24 2.62
8 H -0.56 1.18 -1.86
9 H -1.81 0.39 -1.38
10 H -0.14 -1.48 -0.65
11 H 1.29 -0.44 -2.43
12 H 0.02 1.23 0.70
13 H 0.90 -0.08 1.23
14 H -2.17 -0.36 0.82

Output
E_HOMO = -9.9 eV
energy = -361.8073 Eh
net charge = 0
structure (SMILES) = N[C@@H](C=O)CC=O
ΔE to the lowest compared entry with this formula, charge and spin = 193.0 kJ/mol

***

Q: Which value of energy does entry 2 give?
A: -703.4760 Eh

***

Q: Which value of energy does entry 3 give?
A: -2514.4636 Eh

***

Q: Look up the net charge of the second one.
A: +1